DFT (ωB97M-V/def2-TZVPD) results for one molecule with the formula CH4N2OS at a distorted geometry.

Geometry (Å):
O1 2.078 0.469 -0.398
N1 0.606 0.341 -0.674
C1 0.203 -0.442 0.464
N2 -1.012 -0.630 0.950
S1 -2.171 0.120 -0.081
H1 2.386 0.018 -1.158
H2 0.086 1.348 -0.499
H3 0.997 -1.162 0.697
H4 -3.172 -0.061 0.699

## Properties
Electronic energy ... -623.32401 hartree
Molecular weight ... 92.12 g/mol
LUMO energy ... 0.85 eV
Gap between HOMO and LUMO ... 9.679 eV
SMILES ... ON/C=N\S
ΔE to the lowest compared entry with this formula, charge and spin ... 3.679 eV
Largest force on an atom ... 3.58 eV/Å